The following is a DFT calculation (the ωB97M-V functional and the def2-TZVPD basis) of a cluster of 2 separate species, C5H10NO in total at a distorted geometry.

Results
Orbital gap (spin up / spin down) (eV): 8.10 / 8.30
Max |F| (eV Å⁻¹): 1.6
Energy above the lowest of the compared OMol25 structures with the same formula, charge and spin (kcal/mol): 126.29
Charge: +1

```
17
Properties=species:S:1:pos:R:3:lowdin_charge:R:1
C -0.878 2.021 -1.222 0.07
C -0.420 1.405 -0.117 -0.18
C 1.876 -1.337 -0.678 -0.07
C 0.494 -1.584 -1.025 -0.04
C -0.887 0.148 0.316 -0.12
N -0.404 -0.467 1.523 0.17
O 0.986 -2.130 0.132 -0.08
H -0.510 2.985 -1.519 0.07
H -1.629 1.572 -1.850 0.08
H 0.349 1.884 0.476 0.11
H 2.680 -1.899 -1.139 0.13
H 2.164 -0.386 -0.249 0.11
H 0.009 -2.142 -1.795 0.12
H -1.766 -0.292 -0.120 0.13
H 0.290 -1.281 1.230 0.13
H -1.156 -0.905 2.066 0.18
H 0.098 0.203 2.115 0.17
```